1.
{
  "formula": "C18H38O",
  "method": "ωB97M-V with the def2-TZVPD basis set",
  "homo_lumo_gap_ha": 0.4111,
  "mol_weight_g_mol": 270.50,
  "lumo_ha": 0.0361,
  "smiles": "CCCCCCCCCCCCCCCCCCO",
  "homo_energy_ha": -0.37491,
  "e_tot_ha": -783.89046,
  "relative_energy_kcal_mol": 1.0,
  "symbols": ["O", "C", "C", "C", "C", "C", "C", "C", "C", "C", "C", "C", "C", "C", "C", "C", "C", "C", "C", "H", "H", "H", "H", "H", "H", "H", "H", "H", "H", "H", "H", "H", "H", "H", "H", "H", "H", "H", "H", "H", "H", "H", "H", "H", "H", "H", "H", "H", "H", "H", "H", "H", "H", "H", "H", "H", "H"],
  "xyz": [[-9.269, 1.677, 0.153], [-7.112, 0.882, 1.008], [-0.198, -0.934, 0.183], [8.264, 1.785, 0.483], [4.784, 0.060, 0.070], [-7.921, 2.016, 0.377], [2.818, -1.480, -0.465], [-4.953, 0.169, -1.141], [6.746, 1.604, 0.481], [-2.581, -0.386, -0.468], [-1.665, -1.344, 0.288], [-6.416, -0.273, -1.191], [0.720, -1.907, 0.920], [2.185, -1.471, 0.925], [4.338, -1.310, -0.435], [8.865, 1.836, -0.917], [-7.109, -0.397, 0.168], [-4.050, -0.794, -0.374], [6.298, 0.236, -0.030], [-6.637, -1.193, 0.746], [8.723, 0.968, 1.045], [-4.879, 1.165, -0.699], [-2.461, 0.623, -0.064], [0.638, -2.896, 0.463], [2.256, -0.472, 1.357], [2.585, -2.431, -0.950], [6.292, 2.385, -0.134], [8.736, 0.888, -1.433], [0.378, -1.995, 1.955], [0.082, -0.892, -0.871], [-9.652, 1.381, 0.987], [4.724, -1.453, -1.448], [8.502, 2.716, 1.002], [-2.282, -0.356, -1.519], [-6.974, 0.431, -1.811], [-8.146, -0.691, -0.012], [2.386, -0.682, -1.072], [-0.072, 0.067, 0.602], [-6.469, -1.248, -1.682], [4.776, -2.087, 0.196], [-1.959, -1.372, 1.341], [8.389, 2.617, -1.507], [-4.589, 0.246, -2.169], [-7.855, 2.908, 1.021], [-7.521, 2.276, -0.604], [2.748, -2.152, 1.569], [-4.343, -0.821, 0.677], [6.790, -0.545, 0.555], [6.601, 0.113, -1.071], [6.378, 1.733, 1.502], [9.930, 2.049, -0.863], [-7.543, 0.651, 1.988], [-4.171, -1.801, -0.780], [-1.787, -2.352, -0.114], [4.479, 0.187, 1.110], [4.292, 0.839, -0.519], [-6.093, 1.232, 1.174]]
}

2.
{
  "formula": "C13H32O9",
  "method": "ωB97M-V with the def2-TZVPD basis set",
  "homo_lumo_gap_ha": 0.3471,
  "mol_weight_g_mol": 332.39,
  "lumo_ha": 0.0002,
  "smiles": "O=C1CCCO1.O=C1CCCO1.CO.CO.CO.CO.CO",
  "homo_energy_ha": -0.34686,
  "e_tot_ha": -1191.62744,
  "relative_energy_kcal_mol": 0.0,
  "symbols": ["O", "O", "O", "O", "O", "O", "O", "O", "O", "C", "C", "C", "C", "C", "C", "C", "C", "C", "C", "C", "C", "C", "H", "H", "H", "H", "H", "H", "H", "H", "H", "H", "H", "H", "H", "H", "H", "H", "H", "H", "H", "H", "H", "H", "H", "H", "H", "H", "H", "H", "H", "H", "H", "H"],
  "xyz": [[3.836, -9.697, -2.175], [1.298, -8.520, -6.015], [2.010, -15.631, -6.751], [0.775, -10.644, -6.364], [5.340, -14.298, 0.794], [-2.352, -12.836, -0.975], [1.861, -11.771, -2.021], [0.359, -13.430, -6.174], [5.113, -14.862, 2.920], [-1.000, -13.525, -5.777], [4.846, -14.132, 2.040], [4.825, -13.305, -0.110], [-1.444, -11.754, -1.085], [3.079, -8.987, -1.136], [-0.407, -9.358, -4.634], [0.802, -7.445, -5.220], [3.064, -15.584, -5.791], [4.243, -12.206, 0.737], [3.963, -12.911, 2.069], [-0.600, -7.867, -4.800], [0.592, -9.640, -5.743], [1.796, -12.687, -3.078], [-0.951, -7.342, -3.916], [0.113, -9.639, -3.702], [4.081, -13.762, -0.763], [3.479, -16.589, -5.665], [-1.285, -9.989, -4.727], [-0.778, -11.800, -0.224], [-1.956, -10.781, -1.024], [4.249, -9.053, -2.759], [-1.283, -7.687, -5.629], [-0.835, -11.814, -1.987], [0.762, -12.967, -3.271], [2.921, -13.236, 2.126], [2.181, -12.284, -4.026], [3.333, -11.765, 0.322], [-1.089, -13.717, -4.691], [4.143, -12.311, 2.953], [4.918, -11.352, 0.848], [1.470, -7.310, -4.375], [3.400, -7.951, -1.033], [0.582, -12.473, -6.242], [3.904, -14.932, -6.103], [5.654, -12.961, -0.722], [3.233, -9.498, -0.191], [2.732, -15.230, -4.800], [0.828, -6.537, -5.818], [-1.447, -14.393, -6.263], [-1.554, -12.621, -6.029], [2.386, -13.578, -2.843], [-2.927, -12.836, -1.744], [2.021, -9.022, -1.402], [2.681, -11.254, -2.098], [1.458, -14.825, -6.677]]
}

3.
{
  "formula": "C4H19N2O5",
  "method": "ωB97M-V with the def2-TZVPD basis set",
  "homo_lumo_gap_ha": 0.4040,
  "mol_weight_g_mol": 175.21,
  "charge": 1,
  "lumo_ha": -0.0953,
  "homo_energy_ha": -0.49934,
  "e_tot_ha": -649.27655,
  "relative_energy_kcal_mol": 38.1,
  "symbols": ["O", "O", "O", "O", "O", "N", "N", "C", "C", "C", "C", "H", "H", "H", "H", "H", "H", "H", "H", "H", "H", "H", "H", "H", "H", "H", "H", "H", "H", "H"],
  "xyz": [[0.710, 0.047, 2.567], [1.088, -2.594, 2.236], [1.419, 2.179, 1.058], [-1.037, 2.084, 2.151], [1.692, -1.783, -1.193], [-1.280, 1.509, -0.573], [-0.993, -1.341, -0.424], [-0.313, 1.152, -1.700], [-0.925, -0.025, -2.434], [0.897, -1.566, -2.084], [-0.563, -1.442, -1.796], [-0.551, 2.817, 2.628], [-1.068, -2.288, -2.341], [-0.161, -1.490, 0.156], [1.320, -1.654, -3.083], [-1.681, 0.557, -0.324], [1.039, -0.208, 3.415], [-0.465, 1.329, 2.441], [-0.022, 2.059, -2.301], [-0.675, -0.066, -3.529], [0.677, 0.902, -1.213], [-1.966, 2.216, -0.898], [0.703, -0.783, 2.082], [1.978, 2.729, 1.592], [-2.061, -0.009, -2.474], [1.550, -2.906, 1.463], [1.430, 1.252, 1.426], [1.723, -2.578, 2.946], [-1.592, -2.056, -0.074], [-0.874, 1.957, 0.281]]
}

4.
{
  "formula": "C15H30Cl10O20S5",
  "method": "ωB97M-V with the def2-TZVPD basis set",
  "homo_lumo_gap_ha": 0.3729,
  "mol_weight_g_mol": 1045.25,
  "lumo_ha": 0.0024,
  "smiles": "O=S1(=O)OCCO1.O=S1(=O)OCCO1.O=S1(=O)OCCO1.O=S1(=O)OCCO1.O=S1(=O)OCCO1.ClCCl.ClCCl.ClCCl.ClCCl.ClCCl",
  "homo_energy_ha": -0.37048,
  "e_tot_ha": -8686.92850,
  "symbols": ["Cl", "Cl", "Cl", "Cl", "Cl", "Cl", "Cl", "Cl", "Cl", "Cl", "S", "S", "S", "S", "S", "O", "O", "O", "O", "O", "O", "O", "O", "O", "O", "O", "O", "O", "O", "O", "O", "O", "O", "O", "O", "C", "C", "C", "C", "C", "C", "C", "C", "C", "C", "C", "C", "C", "C", "C", "H", "H", "H", "H", "H", "H", "H", "H", "H", "H", "H", "H", "H", "H", "H", "H", "H", "H", "H", "H", "H", "H", "H", "H", "H", "H", "H", "H", "H", "H"],
  "xyz": [[-5.017, -0.901, 6.504], [-1.097, -0.454, -0.368], [1.459, -1.951, -0.118], [-2.383, -4.503, -2.284], [-3.135, -3.519, 0.402], [2.987, -1.339, 3.775], [-2.641, -1.243, 4.787], [1.163, -1.213, -5.651], [-1.403, -1.296, -4.347], [2.264, 1.023, 5.499], [1.176, -4.932, 2.324], [-3.219, 2.414, -5.054], [-1.737, 3.087, 2.425], [4.398, -2.244, -3.127], [2.294, 4.511, -1.811], [0.865, 4.028, -2.402], [0.467, -5.416, 1.140], [2.677, 2.988, -1.331], [1.054, -5.932, 3.593], [4.718, -2.759, -4.443], [5.674, -1.643, -2.432], [3.187, 4.922, -2.915], [-3.691, 2.543, -6.430], [3.250, -1.364, -3.071], [-2.692, 4.433, 2.141], [2.551, -4.392, 2.132], [-1.932, 1.774, -4.751], [2.054, 5.392, -0.687], [4.364, -3.538, -2.017], [-1.834, 2.935, 3.891], [0.207, -3.844, 3.110], [-4.399, 1.816, -4.073], [-0.334, 3.839, 1.842], [-3.387, 3.855, -4.305], [-2.098, 1.974, 1.545], [-0.235, -1.808, 0.438], [-0.484, 5.223, 1.632], [-2.054, 5.455, 1.432], [3.369, 0.300, 4.367], [-4.312, 3.950, -3.348], [6.354, -2.583, -1.624], [0.797, -5.372, 4.806], [-3.804, -0.043, 5.510], [0.332, 2.965, -1.618], [0.104, -4.018, 4.499], [-0.542, -0.721, -5.884], [5.212, -3.321, -0.936], [-3.110, -4.828, -0.698], [-4.517, 2.509, -2.825], [1.556, 2.103, -1.199], [-4.217, 4.775, -2.642], [4.675, -2.837, -0.121], [-0.116, 3.478, -0.768], [1.535, 1.235, -1.858], [-2.290, 6.459, 1.784], [4.431, 0.256, 4.609], [-0.279, -1.523, 1.489], [-5.178, 4.288, -3.917], [-5.556, 2.302, -2.567], [3.305, 0.904, 3.462], [-0.395, 2.433, -2.231], [0.154, -5.966, 5.456], [0.068, 5.614, 0.778], [-0.985, -4.022, 4.513], [-2.732, -5.731, -0.220], [7.024, -3.209, -2.215], [1.446, 1.681, -0.200], [0.505, -3.112, 4.953], [-3.755, 2.208, -2.107], [-4.098, -5.251, -0.882], [5.516, -4.333, -0.669], [-2.389, 5.309, 0.405], [6.949, -1.970, -0.947], [-1.061, -1.073, -6.776], [0.040, 5.736, 2.439], [-0.498, 0.343, -6.118], [-4.322, 0.445, 4.684], [1.767, -5.208, 5.275], [-3.328, 0.664, 6.189], [-0.696, -2.754, 0.154]]
}

5.
{
  "formula": "C6H17Cl2N5O10",
  "method": "ωB97M-V with the def2-TZVPD basis set",
  "homo_lumo_gap_ha": 0.3961,
  "mol_weight_g_mol": 390.13,
  "lumo_ha": -0.0047,
  "smiles": "C[N+](=O)[O-].C[N+](=O)[O-].C[N+](=O)[O-].C[N+](=O)[O-].C[N+](=O)[O-].ClCCl",
  "homo_energy_ha": -0.40083,
  "e_tot_ha": -2184.83671,
  "relative_energy_kcal_mol": 10.4,
  "symbols": ["Cl", "Cl", "O", "O", "O", "O", "O", "O", "O", "O", "O", "O", "N", "N", "N", "N", "N", "C", "C", "C", "C", "C", "C", "H", "H", "H", "H", "H", "H", "H", "H", "H", "H", "H", "H", "H", "H", "H", "H", "H"],
  "xyz": [[6.649, -4.439, 1.539], [4.246, -5.010, 2.903], [7.709, 4.398, 2.935], [-6.736, 0.377, -4.570], [-0.871, -1.006, 0.070], [-0.042, 8.751, 1.745], [-5.914, -7.871, 1.484], [0.678, -0.267, 1.315], [-4.930, 1.333, -3.946], [6.722, 3.806, 1.049], [-5.798, -9.207, -0.202], [-1.218, 7.325, 0.666], [7.130, 3.599, 2.196], [-5.470, -8.202, 0.396], [-0.190, 7.994, 0.788], [-0.417, -0.112, 0.729], [-5.568, 0.371, -4.336], [-1.063, 1.241, 0.648], [0.730, 8.103, -0.420], [-4.437, -7.248, -0.182], [6.713, 2.315, 2.885], [4.968, -5.095, 1.286], [-4.810, -0.898, -4.560], [6.050, 1.696, 2.281], [-3.873, -0.910, -4.003], [7.560, 1.796, 3.336], [1.777, 7.881, -0.215], [4.424, -4.470, 0.577], [-4.576, -6.247, 0.226], [5.002, -6.107, 0.883], [-4.697, -0.940, -5.643], [-1.965, 1.301, 1.258], [-5.422, -1.774, -4.346], [-1.192, 1.478, -0.408], [0.294, 7.403, -1.134], [-3.401, -7.529, 0.007], [-4.576, -7.342, -1.259], [-0.315, 1.912, 1.071], [0.753, 9.122, -0.805], [6.076, 2.471, 3.756]]
}

6.
{
  "formula": "C56H65N3O11Sn",
  "method": "ωB97M-V with the def2-TZVPD basis set",
  "homo_lumo_gap_ha": 0.2677,
  "mol_weight_g_mol": 1074.86,
  "lumo_ha": -0.0153,
  "homo_energy_ha": -0.28302,
  "e_tot_ha": -3378.74405,
  "relative_energy_kcal_mol": 160.6,
  "symbols": ["Sn", "O", "O", "O", "O", "O", "O", "O", "O", "O", "O", "O", "N", "N", "N", "C", "C", "C", "C", "C", "C", "C", "C", "C", "C", "C", "C", "C", "C", "C", "C", "C", "C", "C", "C", "C", "C", "C", "C", "C", "C", "C", "C", "C", "C", "C", "C", "C", "C", "C", "C", "C", "C", "C", "C", "C", "C", "C", "C", "C", "C", "C", "C", "C", "C", "C", "C", "C", "C", "C", "C", "H", "H", "H", "H", "H", "H", "H", "H", "H", "H", "H", "H", "H", "H", "H", "H", "H", "H", "H", "H", "H", "H", "H", "H", "H", "H", "H", "H", "H", "H", "H", "H", "H", "H", "H", "H", "H", "H", "H", "H", "H", "H", "H", "H", "H", "H", "H", "H", "H", "H", "H", "H", "H", "H", "H", "H", "H", "H", "H", "H", "H", "H", "H", "H", "H"],
  "xyz": [[-3.456, -0.759, 0.258], [-7.683, 6.060, -0.627], [-2.003, -2.220, 0.696], [-1.242, 5.255, -0.340], [-2.116, 1.612, 0.064], [-3.128, 1.943, -0.898], [-5.335, 0.476, -0.541], [-2.263, 5.152, 1.777], [-6.100, 7.297, 0.143], [-6.343, 1.369, -2.352], [-2.181, 0.587, 2.667], [-3.222, -2.413, -2.178], [-1.889, -0.645, -1.637], [-6.552, 6.233, -0.223], [-2.116, 4.495, 0.711], [-5.218, 2.817, -0.867], [-0.853, -4.251, 0.299], [3.273, -2.404, -1.061], [1.548, 6.733, -1.173], [1.222, -0.755, 2.787], [-5.625, 5.084, -0.301], [-0.896, -3.005, -1.843], [4.064, -1.095, 2.504], [-0.884, 3.486, 0.792], [0.800, -7.039, 3.736], [-5.685, 1.428, -1.327], [-3.583, -3.407, -3.138], [-2.808, -0.262, -4.121], [-1.902, -1.973, -2.259], [0.425, -2.855, -1.901], [-0.004, -5.254, 0.756], [1.321, 1.572, 2.313], [2.794, -5.695, 3.046], [3.523, 0.335, 2.484], [2.978, 5.259, 0.271], [0.203, -4.147, 2.844], [2.981, 4.969, -2.199], [1.993, 0.366, 2.504], [1.812, -7.358, 1.490], [1.479, -6.320, 2.562], [3.484, -0.680, -2.837], [-0.724, 3.014, 2.229], [4.055, 1.041, 1.229], [0.549, -5.228, 2.032], [-6.089, 3.882, -0.810], [0.761, 3.255, -1.590], [-3.444, 4.199, 0.070], [-0.942, -1.941, 3.289], [-1.037, 2.429, -0.221], [2.717, -1.932, -2.414], [4.045, 1.071, 3.726], [-0.063, 4.638, 0.225], [-2.255, -0.295, -5.545], [-3.889, 3.006, -0.492], [-0.797, 0.513, 2.647], [-1.402, -4.243, -1.104], [2.947, -3.022, -3.472], [0.956, 4.341, -0.838], [-0.744, -0.029, -2.395], [-0.635, -3.128, 2.418], [1.214, -1.687, -2.275], [-1.187, -3.178, 1.131], [-4.343, 5.248, 0.170], [0.682, -0.471, -2.400], [-1.801, -0.764, -3.131], [2.107, 5.314, -0.996], [-0.061, 1.668, 2.376], [-2.761, 0.861, 3.945], [-0.168, -0.700, 2.883], [-0.364, 2.343, -1.366], [-0.855, 1.480, -2.512], [1.002, 6.819, -2.114], [-4.082, -2.943, -3.990], [-3.712, -0.863, -4.038], [-2.708, -3.955, -3.490], [2.553, -2.710, -4.442], [-1.078, -5.144, -1.629], [3.764, 2.092, 1.199], [1.881, 2.483, 2.126], [1.446, -7.831, 4.124], [-4.267, -4.102, -2.657], [2.450, 5.639, 1.149], [0.583, -6.347, 4.552], [0.991, -3.683, -1.487], [2.491, -8.106, 1.906], [4.358, -2.515, -1.118], [3.680, 0.562, 0.322], [2.468, -3.963, -3.199], [0.918, -7.880, 1.141], [-7.111, 3.771, -1.141], [2.401, 4.955, -3.124], [0.241, -6.057, 0.072], [3.793, -1.620, 3.422], [0.865, 7.010, -0.367], [3.464, -6.471, 3.426], [-0.145, 3.762, 2.769], [-1.959, -1.306, -5.830], [0.339, 5.256, 1.029], [-3.108, 0.749, -3.849], [2.369, 7.454, -1.182], [5.147, 0.999, 1.213], [-2.489, -4.256, -1.060], [3.867, 5.877, 0.132], [1.349, 0.350, -2.636], [-0.308, 1.766, -3.414], [1.422, 3.023, -2.417], [-1.891, 1.744, -2.677], [-2.026, 1.324, 4.605], [3.696, -1.678, 1.658], [2.856, -3.363, -0.751], [4.017, -3.211, -3.582], [3.468, 3.998, -2.078], [3.303, 4.237, 0.477], [-3.122, -0.061, 4.404], [3.762, 5.723, -2.307], [-3.596, 1.545, 3.799], [3.714, 2.113, 3.736], [0.607, -4.081, 3.851], [3.682, 0.594, 4.639], [-1.712, 3.015, 2.687], [3.103, -0.273, -3.776], [3.440, 0.101, -2.073], [1.694, -1.717, 2.948], [5.155, -1.071, 2.450], [-2.009, -1.732, 3.256], [3.299, -5.177, 2.227], [5.138, 1.060, 3.743], [-1.378, 0.348, -5.645], [-4.029, 6.177, 0.619], [-0.143, -7.488, 3.417], [4.535, -0.936, -2.983], [2.629, -4.975, 3.849], [3.040, -1.674, -0.285], [2.303, -6.901, 0.628], [-0.686, -2.181, 4.324], [-3.008, 0.049, -6.253]]
}